Record 1
ORCA calculation (ωB97M-V/def2-TZVPD) on a 5-piece molecular cluster, C27H62Cl2FIN6O11P3 overall in a non-equilibrium geometry.

Geometry (Å):
1 C -1.65 0.65 1.73
2 C -0.90 -0.62 1.54
3 Cl -1.84 -2.05 1.75
4 C 0.39 -0.69 1.22
5 Cl 1.18 0.85 0.99
6 C 1.21 -1.96 1.04
7 P 1.03 -3.10 2.58
8 C 0.99 -1.98 4.06
9 O 2.46 -3.93 2.72
10 C 0.61 -2.73 -0.18
11 P 0.18 -4.54 -0.11
12 O -1.02 -4.91 0.64
13 O -0.07 -4.88 -1.64
14 O 1.44 -5.39 0.31
15 O 1.40 -2.54 -1.36
16 C 2.67 -3.08 -1.27
17 O 3.34 -2.70 -2.51
18 C 2.60 -2.04 -3.35
19 N 2.14 -1.21 -4.05
20 C 3.48 -2.56 -0.03
21 P 5.10 -1.88 -0.80
22 O 6.01 -1.57 0.51
23 I 4.49 0.35 -1.67
24 N 2.67 -1.57 0.75
25 C 3.33 -0.96 1.95
26 C 4.32 -1.79 2.74
27 F 3.98 0.15 1.49
28 H -1.52 1.32 0.89
29 H -2.70 0.45 1.88
30 H -1.21 1.15 2.58
31 H 1.91 -2.04 4.64
32 H 0.73 -0.96 3.79
33 H 0.18 -2.37 4.66
34 H 2.42 -4.47 3.51
35 H -0.32 -2.25 -0.45
36 H -1.01 -5.00 -1.76
37 H 1.22 -6.33 0.29
38 H 2.67 -4.16 -1.31
39 H 3.73 -3.44 0.54
40 H 6.59 -0.82 0.37
41 H 2.58 -0.80 0.07
42 H 2.60 -0.55 2.62
43 H 5.26 -1.27 2.80
44 H 3.97 -1.87 3.76
45 H 4.50 -2.80 2.40
46 C -1.60 1.03 -7.20
47 C -1.09 2.39 -7.68
48 C 0.38 2.38 -8.12
49 O 1.31 2.36 -7.06
50 C 1.55 1.09 -6.49
51 N -1.34 3.39 -6.64
52 H -1.25 0.80 -6.19
53 H -2.69 1.02 -7.16
54 H -1.28 0.23 -7.86
55 H -1.69 2.66 -8.56
56 H 0.58 3.31 -8.67
57 H 0.58 1.55 -8.82
58 H 1.51 0.29 -7.23
59 H 0.84 0.88 -5.68
60 H 2.55 1.11 -6.05
61 H -1.11 4.31 -7.01
62 H -0.67 3.24 -5.90
63 C -7.67 -1.55 -6.54
64 C -7.16 -0.20 -7.03
65 C -5.68 -0.21 -7.45
66 O -4.76 -0.22 -6.38
67 C -4.52 -1.50 -5.81
68 N -7.42 0.81 -5.99
69 H -7.34 -1.78 -5.53
70 H -8.76 -1.55 -6.53
71 H -7.34 -2.35 -7.21
72 H -7.74 0.07 -7.91
73 H -5.48 0.72 -7.99
74 H -5.47 -1.03 -8.15
75 H -4.56 -2.29 -6.56
76 H -5.23 -1.71 -5.01
77 H -3.52 -1.48 -5.37
78 H -7.18 1.73 -6.35
79 H -6.76 0.65 -5.24
80 C -4.44 3.75 6.35
81 C -3.55 2.54 6.12
82 C -2.44 2.78 5.09
83 O -2.86 2.77 3.74
84 C -3.43 3.99 3.29
85 N -4.39 1.39 5.76
86 H -5.16 3.89 5.54
87 H -5.02 3.62 7.27
88 H -3.85 4.66 6.45
89 H -3.06 2.31 7.07
90 H -1.72 1.95 5.17
91 H -1.88 3.70 5.31
92 H -2.95 4.86 3.75
93 H -4.51 4.02 3.47
94 H -3.28 4.05 2.21
95 H -3.82 0.55 5.71
96 H -4.71 1.53 4.80
97 C 4.40 1.77 7.47
98 C 5.31 0.58 7.18
99 C 6.45 0.90 6.21
100 O 6.06 0.99 4.85
101 C 5.49 2.24 4.47
102 N 4.49 -0.54 6.69
103 H 3.71 1.98 6.65
104 H 3.79 1.57 8.35
105 H 4.98 2.67 7.67
106 H 5.76 0.28 8.12
107 H 7.17 0.07 6.25
108 H 7.00 1.80 6.51
109 H 5.96 3.07 5.00
110 H 4.41 2.25 4.64
111 H 5.66 2.36 3.40
112 H 5.08 -1.36 6.60
113 H 4.22 -0.32 5.74

Computed properties:
- E_tot (eV) = -124188.518
- 2S+1 = 1
- HOMO level (Eh) = -0.37750
- strongest force on any atom (eV/Å) = 3.81
- charge = +1
- molar mass (Da) = 956.6

Record 2
ORCA calculation (ωB97M-V/def2-TZVPD) on a 4-piece molecular cluster, C27H63B2N8O10 overall in a non-equilibrium geometry.

Geometry (Å):
1 C 1.80 6.27 -0.59
2 C 0.98 5.21 -1.36
3 B 0.82 3.85 -0.59
4 O 1.53 3.62 0.57
5 C -0.16 2.65 -1.05
6 O -1.30 3.31 -1.66
7 C -1.45 2.89 -2.99
8 C -1.86 4.06 -3.85
9 C -3.34 4.36 -3.65
10 O -3.53 5.66 -4.18
11 N -0.15 2.17 -3.40
12 C -0.55 1.18 -4.44
13 C 0.50 0.17 -4.85
14 N 0.64 -0.30 -6.01
15 O 0.69 3.23 -3.78
16 B 1.20 3.45 -5.08
17 O 1.30 4.76 -5.44
18 O 1.58 2.49 -5.94
19 C 0.30 1.61 -2.06
20 C -0.46 0.28 -1.71
21 C -1.97 0.27 -1.46
22 C -2.31 -0.67 -0.30
23 C -1.87 -0.14 1.06
24 C -2.65 1.09 1.56
25 C -4.16 0.91 1.66
26 O -4.81 2.17 1.58
27 C -5.57 2.35 0.41
28 C 1.78 1.20 -1.81
29 C 3.04 1.79 -2.45
30 N 3.13 3.24 -2.50
31 N 3.19 1.25 -3.79
32 N 4.13 1.18 -1.63
33 H 2.03 7.10 -1.26
34 H 1.22 6.69 0.22
35 H 2.74 5.87 -0.22
36 H 1.44 5.05 -2.34
37 H -0.02 5.63 -1.52
38 H 1.25 4.13 1.32
39 H -0.46 2.14 -0.13
40 H -2.28 2.18 -2.99
41 H -1.72 3.81 -4.91
42 H -1.26 4.94 -3.66
43 H -3.60 4.32 -2.59
44 H -3.95 3.64 -4.20
45 H -4.47 5.86 -4.22
46 H -1.38 0.62 -4.03
47 H -0.94 1.69 -5.32
48 H 1.15 -0.19 -4.06
49 H -0.01 0.14 -6.67
50 H 1.10 5.37 -4.73
51 H 1.92 2.89 -6.74
52 H -0.21 -0.50 -2.42
53 H 0.04 -0.02 -0.79
54 H -2.42 1.24 -1.25
55 H -2.48 -0.13 -2.34
56 H -1.77 -1.61 -0.48
57 H -3.37 -0.92 -0.32
58 H -1.99 -0.93 1.80
59 H -0.81 0.09 1.08
60 H -2.28 1.30 2.56
61 H -2.42 1.96 0.95
62 H -4.40 0.49 2.64
63 H -4.55 0.23 0.91
64 H -6.27 3.17 0.58
65 H -4.93 2.64 -0.43
66 H -6.15 1.46 0.15
67 H 1.89 1.24 -0.73
68 H 1.86 0.14 -2.03
69 H 3.91 3.51 -3.08
70 H 3.29 3.61 -1.58
71 H 3.74 0.40 -3.74
72 H 3.59 1.90 -4.45
73 H 5.01 1.43 -2.05
74 H 4.11 1.56 -0.69
75 C 4.31 -2.61 -0.56
76 C 2.81 -2.54 -0.72
77 O 2.18 -1.54 -0.42
78 N 2.18 -3.63 -1.23
79 C 2.76 -4.90 -1.64
80 H 4.65 -1.67 -0.16
81 H 4.59 -3.42 0.12
82 H 4.79 -2.78 -1.52
83 H 1.18 -3.52 -1.30
84 H 2.55 -5.09 -2.69
85 H 2.35 -5.72 -1.05
86 H 3.84 -4.88 -1.50
87 C -0.13 -3.26 3.42
88 C -0.61 -2.18 4.35
89 O -1.16 -1.16 3.94
90 N -0.42 -2.37 5.68
91 C 0.21 -3.51 6.33
92 H -0.35 -2.96 2.40
93 H 0.95 -3.41 3.52
94 H -0.63 -4.21 3.63
95 H -0.76 -1.62 6.25
96 H -0.50 -3.98 7.02
97 H 1.08 -3.18 6.90
98 H 0.52 -4.26 5.61
99 C 0.83 -6.78 8.80
100 C 0.36 -7.02 7.38
101 O 0.89 -6.47 6.43
102 N -0.68 -7.87 7.20
103 C -1.42 -8.61 8.21
104 H 1.66 -6.08 8.77
105 H 0.03 -6.36 9.41
106 H 1.16 -7.71 9.26
107 H -0.94 -7.99 6.24
108 H -1.34 -9.68 8.03
109 H -2.48 -8.33 8.18
110 H -1.04 -8.39 9.20

Computed properties:
- E_tot (eV) = -62766.558
- 2S+1 = 1
- HOMO level (Eh) = -0.39829
- strongest force on any atom (eV/Å) = 1.78
- charge = +1
- molar mass (Da) = 681.5